(1)
A molecular structure, C32H33CaF6N4O6P2S6. Source: OMol25; level of theory: ωB97M-V/def2-TZVPD.

Cartesian coordinates (Å):
1 Ca 0.0670 -0.9083 0.0291
2 S 2.7039 1.4434 -0.9635
3 S -0.7747 -3.4152 1.6012
4 S 0.5404 1.4832 2.1153
5 S 1.0320 -3.3408 -1.2674
6 S 3.5330 -0.5808 0.6953
7 S -1.3690 2.2799 4.3728
8 P -1.6371 1.6824 -1.7065
9 P 0.5340 -4.2554 0.4125
10 F 4.2781 0.3832 3.0405
11 F 4.9214 -1.6392 2.6194
12 F 3.2101 1.7019 -3.5242
13 F 5.9037 0.0264 1.6564
14 F 3.3853 -0.3302 -2.8168
15 F 4.9353 1.1079 -2.3570
16 O 2.6986 2.8684 -1.0206
17 O 0.0202 -5.7657 0.0986
18 O 1.9416 -4.5510 1.1639
19 O 4.1571 -1.4799 -0.2326
20 O 1.4427 0.7431 -1.1374
21 O 2.2911 -0.9796 1.3152
22 N -2.0814 -1.5184 -0.9842
23 N 3.5637 0.9381 0.2334
24 N -2.0379 0.6874 2.5154
25 N -1.8887 -0.0805 1.3789
26 C -1.0784 0.7921 -6.2226
27 C -3.4487 1.9206 -1.5444
28 C -0.3519 0.6816 -3.9344
29 C -3.1702 -1.4075 -0.1353
30 C 0.1574 3.1873 4.6740
31 C -1.0443 3.4155 -1.6048
32 C 4.7243 -0.4279 2.0904
33 C -0.0850 6.0108 -1.2348
34 C -3.4502 -2.7266 -2.5592
35 C -5.3690 3.1100 -0.6845
36 C -0.5043 5.5939 -2.4920
37 C 2.4214 -3.9918 3.4600
38 C -6.2155 2.1304 -1.1827
39 C -5.6776 1.0405 -1.8552
40 C -4.3069 0.9311 -2.0251
41 C -3.9966 3.0087 -0.8680
42 C -0.1393 0.4055 -5.2780
43 C -1.0001 1.3712 2.8598
44 C -0.9819 4.3043 -2.6756
45 C -0.6028 3.8343 -0.3502
46 C -2.4327 1.7398 -4.4728
47 C -4.4067 -2.0197 -0.4776
48 C 3.6155 0.9414 -2.4970
49 C -4.5559 -2.6679 -1.6654
50 C -1.4956 1.3583 -3.5133
51 C -2.2275 1.4581 -5.8157
52 C 1.9266 -5.0547 2.5052
53 C -3.0330 -0.6474 1.0350
54 C -2.2654 -2.1598 -2.1439
55 C -0.1343 5.1276 -0.1665
56 C 0.1781 -7.9641 -0.7859
57 C 0.7672 -6.5706 -0.8094
58 H 0.0157 3.6987 5.6283
59 H 1.0054 2.5088 4.7354
60 H 3.4318 -3.6858 3.1939
61 H 0.9190 -5.3760 2.7763
62 H -0.9211 0.5690 -7.2712
63 H -3.9030 0.0597 -2.5303
64 H 0.7133 -8.6116 -1.4841
65 H -1.3882 -2.2333 -2.7799
66 H 2.4246 -4.3767 4.4836
67 H -1.2964 3.9888 -3.6630
68 H 1.8206 -6.5826 -0.5126
69 H 0.2979 7.0152 -1.0956
70 H 1.7717 -3.1184 3.4122
71 H -0.5816 3.1334 0.4804
72 H -0.8735 -7.9334 -1.0729
73 H 0.2481 -8.3942 0.2143
74 H 2.5820 -5.9313 2.5162
75 H -5.5022 -3.1301 -1.9252
76 H -7.2866 2.2082 -1.0368
77 H -3.5080 -3.2318 -3.5135
78 H -6.3202 0.2514 -2.2268
79 H -5.7740 3.9568 -0.1430
80 H -2.9691 1.7583 -6.5470
81 H 0.7087 -6.1312 -1.8081
82 H 0.3503 3.9156 3.8897
83 H -5.2289 -1.9388 0.2249
84 H -0.4512 6.2721 -3.3361
85 H -3.3489 3.7783 -0.4696
86 H -3.3352 2.2543 -4.1636
87 H 0.3816 0.3748 -3.1995
88 H -3.9040 -0.4967 1.6696
89 H 0.7579 -0.1209 -5.5800
90 H 0.2196 5.4275 0.8123

Results
- LUMO energy (spin up / spin down): 0.1557 / 0.1555 hartree
- Orbital gap (spin up / spin down): 0.15167 / 0.21964 Eh
- Expectation value of S²: 0.779
- Total charge: -2
- Spin multiplicity: 2
- HOMO level (spin up / spin down): 0.11 / -1.75 eV

These are the Löwdin partial charges, in e, on atoms 1 to 2:
1. Ca 0.9701
2. S 0.5552



(2)
A molecular structure, C32H33ClF2HfN2O2SbSe4Te. Source: OMol25; level of theory: ωB97M-V/def2-TZVPD.

Cartesian coordinates (Å):
1 Hf -0.0568 0.2761 -0.3821
2 Te -3.1272 -1.7883 -2.0244
3 Sb 1.6205 2.2763 2.0200
4 Se -3.9904 0.5560 -2.0545
5 Se -2.0226 -1.5265 0.2163
6 Se -0.6180 -0.1725 3.6274
7 Se -1.9126 1.6544 -2.0096
8 Cl 5.6950 4.7434 -4.8879
9 F 2.2587 -3.9138 -3.2026
10 F 0.5894 -0.5507 -5.9496
11 O 2.2279 0.7081 -0.7974
12 O 0.7129 2.2207 -1.1849
13 N 1.1716 -1.6523 0.1902
14 N -1.4298 1.5904 1.0606
15 C 2.6438 2.3353 3.9036
16 C -2.3288 -2.8327 3.8850
17 C -0.5236 -4.1386 4.9885
18 C 1.1594 -5.6284 6.1343
19 C 5.0277 2.7467 -3.1946
20 C 1.2076 -1.9805 5.0138
21 C 1.7694 -3.8513 -0.4669
22 C 2.4042 3.6452 -2.9233
23 C 0.2439 3.8182 2.5814
24 C 1.1324 -2.0662 -2.1654
25 C -3.5690 1.6530 2.5206
26 C 3.2829 4.3337 -3.7424
27 C -2.3788 1.6240 1.6983
28 C 1.4306 -1.9779 1.4599
29 C -0.9433 -2.9263 4.4538
30 C 0.4570 -0.8353 -2.3259
31 C 1.8479 -3.2377 1.8432
32 C 1.3756 -2.5548 -0.7911
33 C 2.1967 -0.8521 5.0553
34 C 0.7406 -4.3085 5.5414
35 C 4.5861 3.8777 -3.8641
36 C 2.8341 2.5152 -2.2396
37 C 1.5837 -2.7375 -3.2994
38 C 4.1400 2.0635 -2.3813
39 C 1.5858 -3.2126 5.5475
40 C 1.4127 -2.2584 -4.5795
41 C 2.9983 3.6306 1.0439
42 C 0.2860 -0.3475 -3.6208
43 C 1.9916 -4.1935 0.8546
44 C 1.8957 1.7764 -1.3606
45 C -0.0666 -1.8189 4.4510
46 C 0.7612 -1.0498 -4.7049
47 H 2.8998 3.3735 4.1164
48 H 0.9379 -6.4549 5.4561
49 H 3.1758 -1.2002 5.3887
50 H -3.2821 1.8089 3.5591
51 H 2.9672 5.2131 -4.2857
52 H -0.3211 4.1460 1.7104
53 H 1.8643 -0.0685 5.7408
54 H 3.5526 1.7359 3.8890
55 H 1.3780 3.9681 -2.8071
56 H -2.2948 -2.6396 2.8119
57 H 2.5805 -3.3136 5.9737
58 H 4.4449 1.1725 -1.8488
59 H -2.8818 -3.7572 4.0584
60 H -2.8709 -1.9959 4.3283
61 H 6.0484 2.4123 -3.3155
62 H -1.2125 -4.9783 4.9683
63 H 1.8804 -4.5886 -1.2423
64 H 3.8696 3.1025 0.6573
65 H -0.4429 3.4284 3.3323
66 H 2.2294 -5.6412 6.3449
67 H 1.7831 -2.8062 -5.4335
68 H 3.3248 4.3827 1.7629
69 H 0.6335 -5.8270 7.0715
70 H -4.2464 2.4316 2.1745
71 H 1.9647 1.9543 4.6619
72 H 2.2737 -5.2081 1.1074
73 H 2.4935 4.1284 0.2156
74 H 2.2896 -0.3810 4.0768
75 H -0.2501 0.5767 -3.7987
76 H 2.0019 -3.4525 2.8916
77 H 0.8032 4.6559 2.9996
78 H -4.0454 0.6758 2.4322
79 H 1.2347 -1.2086 2.1962

Results
- LUMO energy: 0.0722 hartree
- Orbital gap: 0.22797 Eh
- Total charge: -1
- HOMO level: -4.24 eV

These are the Löwdin partial charges, in e, on atoms 1 to 2:
1. Hf 1.1854
2. Te 0.2579



(3)
A molecular structure, C32H33F3I2N3O4SSbYb. Source: OMol25; level of theory: ωB97M-V/def2-TZVPD.

Cartesian coordinates (Å):
1 Yb -0.4616 1.5892 1.5355
2 I 3.5838 2.2661 0.8742
3 I 1.5226 2.6994 4.1764
4 Sb 0.0258 -1.2022 -1.7250
5 S -1.6699 0.1501 -0.5417
6 F -3.0510 -1.7282 -7.1318
7 F -0.6682 -6.9316 0.7736
8 F 6.1474 -0.3588 -2.5260
9 O 1.2211 -0.0811 1.2659
10 O -2.8275 1.6047 5.2136
11 O 2.5062 -1.6894 2.1603
12 O -2.5298 1.5826 2.9600
13 N -0.5891 -0.2723 3.2379
14 N -1.1163 3.9252 1.8468
15 N 0.2809 2.9436 -0.5027
16 C -0.0444 -1.5521 5.5982
17 C -0.2202 2.3577 -1.7768
18 C 2.9782 -1.7707 -1.3022
19 C -1.4047 -4.6691 0.6598
20 C -1.2893 0.0312 4.3211
21 C 2.1307 -1.1343 -2.1910
22 C -0.6176 -5.7231 0.1754
23 C -0.9691 -1.7765 -5.9540
24 C -1.2110 -3.3772 0.1601
25 C -3.0766 -1.9843 -4.7533
26 C -0.0572 4.3942 -0.3382
27 C -1.5992 1.6045 -1.6977
28 C 1.4125 -0.8982 2.1839
29 C -3.1565 3.3469 0.5978
30 C -1.0888 -0.6270 5.5431
31 C 3.9551 -0.1776 -3.3899
32 C -0.2080 4.7557 1.1048
33 C -0.9842 -1.7074 -3.5657
34 C 4.8298 -0.7259 -2.4272
35 C 2.6089 -0.3969 -3.2469
36 C -2.5177 4.2017 1.5890
37 C -0.2689 -1.8058 -4.7796
38 C 4.3712 -1.5518 -1.3859
39 C -0.3333 -3.1564 -0.8937
40 C -2.3667 -1.9291 -3.5539
41 C 0.3712 -4.2243 -1.4639
42 C 0.5014 -1.0359 3.3244
43 C 0.7577 -1.7896 4.4832
44 C -2.3103 1.1128 4.0785
45 C 0.2211 -5.4841 -0.9218
46 C 3.4680 2.3675 2.9931
47 C -2.3895 -1.8582 -5.9502
48 H 0.5085 1.6259 -2.1504
49 H -0.4875 5.7921 1.1188
50 H 3.8120 1.4066 3.3949
51 H 0.8023 -6.3297 -1.3105
52 H 0.1766 -2.0992 6.4946
53 H -0.3368 3.1951 -2.4856
54 H -0.9824 4.6350 -0.8763
55 H 1.0693 -4.0659 -2.3102
56 H -3.5527 3.7544 -0.3403
57 H 0.8245 -1.8907 -4.7597
58 H -1.7189 -2.5610 0.6399
59 H 2.5773 -2.4166 -0.5372
60 H -3.5216 2.2404 5.0387
61 H 4.1083 3.1900 3.2805
62 H -2.1243 -4.8274 1.4415
63 H -4.1477 -2.0912 -4.7340
64 H -2.3418 2.3385 -1.3638
65 H 2.6598 -2.1335 3.0057
66 H -2.9414 -2.0343 -2.6406
67 H -1.7568 -0.4875 6.3724
68 H -3.0564 3.9354 2.5202
69 H 1.3240 2.8807 -0.5105
70 H 1.5715 -2.5077 4.5542
71 H 0.7980 4.6256 1.5712
72 H 1.8536 -0.0306 -3.9856
73 H -3.2802 2.2921 0.7874
74 H -0.3635 -1.7478 -6.8626
75 H -2.7452 5.2609 1.3791
76 H 5.0992 -2.0307 -0.6720
77 H 4.3676 0.3258 -4.2679
78 H -0.9285 4.1128 2.8528
79 H -1.8874 1.3036 -2.6967
80 H 0.7536 5.0248 -0.7856

Results
- LUMO energy (spin up / spin down): -0.3465 / -0.3465 hartree
- Orbital gap (spin up / spin down): 0.21571 / 0.21567 Eh
- Expectation value of S²: 0.754
- Total charge: +3
- Spin multiplicity: 2
- HOMO level (spin up / spin down): -15.30 / -15.30 eV

These are the Löwdin partial charges, in e, on atoms 1 to 2:
1. Yb 1.0862
2. I 0.9252



The highest total charge belongs to which entry?
C32H33F3I2N3O4SSbYb